Entry 1:
The following is a quantum chemistry calculation of 3 unconnected molecules or ions with the total composition C24H64N8O6P2S, from the Open Molecules 2025 dataset.

The value obtained for the LUMO energy is 0.5 eV. The HOMO energy comes out at -0.3043 Eh. The orbital gap is 0.3240 Eh.

Cartesian coordinates (Å):
C  2.753  -0.064  2.310
C  1.547  -0.188  1.373
C  1.354  1.116  0.580
C  0.542  2.086  1.448
N  0.872  3.484  1.144
C  0.512  4.419  2.207
C  1.491  5.586  2.227
C  1.724  6.236  0.864
O  -0.771  4.970  2.007
C  -1.843  4.136  2.388
C  -2.783  3.791  1.184
C  -3.272  2.350  1.390
N  -4.366  2.288  2.380
C  -3.941  4.794  1.253
O  -3.465  6.121  1.192
O  -3.442  6.513  -0.192
O  -1.986  3.970  0.023
C  -2.570  3.623  -1.191
S  -1.874  2.012  -1.732
H  3.683  -0.181  1.752
H  2.734  -0.812  3.102
H  2.753  0.922  2.776
H  0.670  -0.362  2.000
H  1.646  -1.041  0.703
H  0.763  0.853  -0.297
H  2.321  1.536  0.301
H  0.721  1.844  2.503
H  -0.500  1.937  1.161
H  1.885  3.522  1.081
H  0.540  3.887  3.170
H  2.434  5.215  2.632
H  1.089  6.339  2.902
H  0.957  6.969  0.625
H  2.684  6.754  0.881
H  1.764  5.520  0.047
H  -2.413  4.683  3.138
H  -1.494  3.219  2.865
H  -3.585  1.874  0.457
H  -2.469  1.736  1.794
H  -4.362  1.390  2.843
H  -5.253  2.395  1.905
H  -4.425  4.706  2.222
H  -4.706  4.609  0.493
H  -2.525  6.805  -0.285
H  -3.658  3.604  -1.188
H  -2.261  4.357  -1.933
H  -2.286  2.006  -3.002
C  4.839  -0.058  -3.641
N  3.888  -0.613  -2.703
C  4.322  -0.406  -1.329
P  3.061  -2.076  -2.921
O  1.870  -1.966  -2.040
N  2.319  -2.101  -4.496
C  2.137  -0.851  -5.222
C  1.073  -2.862  -4.491
N  4.403  -3.100  -3.355
C  4.610  -3.524  -4.732
C  4.532  -4.260  -2.449
H  5.812  -0.571  -3.623
H  5.007  0.990  -3.389
H  4.467  -0.070  -4.660
H  5.210  -1.007  -1.078
H  3.520  -0.675  -0.642
H  4.558  0.645  -1.154
H  1.743  -0.041  -4.596
H  1.445  -1.011  -6.050
H  3.065  -0.517  -5.685
H  0.230  -2.284  -4.098
H  1.167  -3.763  -3.883
H  0.839  -3.177  -5.511
H  3.811  -4.158  -5.125
H  5.544  -4.092  -4.757
H  4.741  -2.671  -5.393
H  3.735  -4.998  -2.600
H  4.491  -3.930  -1.409
H  5.493  -4.752  -2.595
C  -0.914  -4.997  2.093
N  -1.200  -3.734  2.737
C  -1.180  -3.873  4.188
P  -2.351  -2.621  2.180
O  -1.936  -1.327  2.785
N  -2.102  -2.314  0.491
C  -0.830  -2.664  -0.134
C  -2.466  -0.944  0.149
N  -3.703  -3.700  1.951
C  -4.113  -4.115  0.617
C  -4.887  -3.283  2.729
H  -1.691  -5.756  2.270
H  0.029  -5.384  2.484
H  -0.778  -4.891  1.023
H  -2.020  -4.482  4.555
H  -1.230  -2.894  4.664
H  -0.249  -4.344  4.507
H  0.039  -2.371  0.462
H  -0.752  -2.174  -1.105
H  -0.769  -3.732  -0.345
H  -1.678  -0.227  0.403
H  -3.374  -0.639  0.674
H  -2.669  -0.868  -0.921
H  -4.471  -3.296  -0.011
H  -4.925  -4.837  0.740
H  -3.308  -4.630  0.099
H  -5.357  -2.379  2.324
H  -4.603  -3.079  3.765
H  -5.631  -4.080  2.750

Mulliken atomic charge list, values in e, 4 entries:
1. C -1.520
2. C 0.168
3. C -0.495
4. C 0.690

---

Entry 2:
The following is a quantum chemistry calculation of 8 unconnected molecules or ions with the total composition C24H64O24S8, from the Open Molecules 2025 dataset.

The energy above the lowest of the compared OMol25 structures with the same formula, charge and spin comes out at 60.0 kJ/mol. The value obtained for the LUMO energy is 0.0 eV. The HOMO energy comes out at -0.3875 Eh. The orbital gap is 0.3879 Eh.

Cartesian coordinates (Å):
C  -1.258  3.932  -0.671
C  -2.605  4.298  -0.054
O  -3.477  4.611  -1.134
S  -4.177  6.086  -1.139
C  -2.695  7.138  -1.242
O  -4.821  6.147  -2.434
O  -4.848  6.301  0.103
H  -1.340  3.119  -1.401
H  -0.414  3.736  -0.015
H  -0.951  4.734  -1.355
H  -2.951  3.425  0.500
H  -2.471  5.134  0.632
H  -3.114  8.143  -1.324
H  -2.116  6.918  -2.130
H  -2.135  7.096  -0.311
C  0.992  1.916  2.146
C  0.571  1.011  1.001
O  -0.204  -0.074  1.512
S  -0.401  -1.348  0.515
C  1.110  -2.239  0.940
O  -1.511  -2.077  1.074
O  -0.371  -0.862  -0.844
H  0.203  2.445  2.679
H  1.682  2.641  1.713
H  1.548  1.328  2.880
H  -0.001  1.585  0.270
H  1.458  0.714  0.435
H  2.009  -1.644  0.810
H  1.205  -3.127  0.320
H  1.009  -2.470  1.997
C  3.068  4.488  4.000
C  1.862  5.319  3.630
O  1.830  5.592  2.222
S  0.716  6.629  1.677
C  1.158  8.143  2.555
O  1.002  6.769  0.281
O  -0.567  6.123  2.096
H  2.983  4.187  5.044
H  4.014  5.028  3.926
H  3.162  3.613  3.355
H  0.945  4.784  3.884
H  1.954  6.262  4.175
H  0.602  8.936  2.061
H  2.234  8.279  2.516
H  0.819  8.042  3.583
C  -1.236  -6.869  -3.870
C  -0.044  -6.795  -2.951
O  0.629  -5.543  -3.185
S  1.568  -4.910  -2.068
C  3.152  -5.440  -2.661
O  1.484  -3.480  -2.202
O  1.236  -5.492  -0.791
H  -1.006  -6.520  -4.882
H  -1.967  -6.109  -3.578
H  -1.657  -7.865  -3.972
H  -0.343  -6.928  -1.913
H  0.681  -7.584  -3.174
H  3.856  -4.858  -2.066
H  3.178  -5.190  -3.715
H  3.301  -6.488  -2.412
C  -3.574  0.781  -0.858
C  -3.952  0.388  0.549
O  -5.317  -0.053  0.534
S  -5.956  -0.638  1.893
C  -5.277  -2.303  1.997
O  -5.458  0.152  2.978
O  -7.362  -0.766  1.614
H  -3.811  1.797  -1.174
H  -4.036  0.091  -1.566
H  -2.495  0.664  -0.990
H  -3.284  -0.427  0.830
H  -3.887  1.232  1.238
H  -4.380  -2.223  2.611
H  -4.873  -2.633  1.038
H  -6.050  -2.984  2.330
C  4.259  0.265  -0.655
C  4.944  -0.358  0.537
O  4.135  -0.025  1.687
S  4.038  -1.040  2.933
C  5.689  -0.823  3.653
O  3.108  -0.472  3.865
O  3.860  -2.354  2.372
H  4.845  0.091  -1.560
H  4.171  1.346  -0.560
H  3.250  -0.111  -0.824
H  4.931  -1.445  0.434
H  5.951  0.038  0.667
H  5.672  0.153  4.127
H  6.403  -0.983  2.853
H  5.765  -1.571  4.442
C  0.913  1.886  -4.469
C  1.392  1.537  -3.077
O  2.721  2.024  -2.801
S  2.824  3.342  -1.876
C  2.101  4.639  -2.891
O  2.048  3.164  -0.674
O  4.223  3.634  -1.728
H  -0.087  1.499  -4.664
H  1.547  1.376  -5.204
H  0.924  2.936  -4.755
H  0.657  1.941  -2.373
H  1.402  0.462  -2.912
H  2.411  5.573  -2.428
H  1.039  4.519  -3.072
H  2.633  4.598  -3.843
C  -2.119  -9.474  -0.367
C  -2.998  -8.317  -0.827
O  -2.416  -7.054  -0.503
S  -2.991  -6.296  0.785
C  -1.671  -5.100  1.042
O  -4.202  -5.591  0.451
O  -2.962  -7.229  1.894
H  -2.668  -10.411  -0.469
H  -1.930  -9.294  0.693
H  -1.176  -9.583  -0.899
H  -3.132  -8.411  -1.910
H  -4.038  -8.371  -0.499
H  -1.544  -4.493  0.151
H  -0.729  -5.560  1.328
H  -2.021  -4.478  1.863

Mulliken atomic charge list, values in e, 4 entries:
1. C 0.080
2. C -0.489
3. O -0.348
4. S 1.160

---

Entry 3:
The following is a quantum chemistry calculation of 9 unconnected molecules or ions with the total composition C24H65NO9, from the Open Molecules 2025 dataset.

The energy above the lowest of the compared OMol25 structures with the same formula, charge and spin comes out at 0.0 kJ/mol. The value obtained for the LUMO energy is 0.1 eV. The HOMO energy comes out at -0.2894 Eh. The orbital gap is 0.2930 Eh.

Cartesian coordinates (Å):
C  -5.483  -2.593  2.703
C  -4.296  -3.586  2.561
C  -4.517  -4.700  3.582
C  -4.260  -4.176  1.130
C  -3.753  -3.230  0.096
C  -2.323  -2.797  0.400
C  -2.189  -2.209  1.824
C  -0.694  -2.312  2.160
C  -2.592  -0.717  1.824
N  -3.002  -2.919  2.824
O  -2.832  -2.424  4.132
H  -6.407  -3.168  2.752
H  -5.366  -2.058  3.647
H  -5.480  -1.841  1.915
H  -3.695  -5.416  3.542
H  -4.570  -4.314  4.600
H  -5.479  -5.159  3.352
H  -3.830  -5.180  1.161
H  -5.308  -4.386  0.884
H  -3.809  -3.681  -0.898
H  -4.359  -2.324  0.019
H  -2.033  -1.999  -0.284
H  -1.639  -3.637  0.268
H  -0.443  -1.589  2.939
H  -0.053  -2.085  1.307
H  -0.398  -3.292  2.536
H  -3.534  -0.510  1.317
H  -1.814  -0.174  1.274
H  -2.578  -0.242  2.805
H  -2.258  -3.097  4.513
C  0.691  7.118  -1.599
C  0.337  5.806  -2.259
C  1.420  5.332  -3.201
O  0.029  4.833  -1.269
H  1.570  6.918  -0.985
H  -0.128  7.526  -1.009
H  0.932  7.851  -2.370
H  -0.582  5.899  -2.853
H  2.349  5.188  -2.645
H  1.584  6.054  -4.001
H  1.149  4.371  -3.644
H  -0.025  3.952  -1.661
C  1.556  0.798  4.033
C  1.139  0.049  5.290
C  -0.338  0.184  5.538
O  1.493  -1.336  5.082
H  2.627  0.817  3.837
H  1.252  1.850  4.044
H  0.992  0.460  3.161
H  1.702  0.310  6.193
H  -0.758  -0.381  6.373
H  -0.822  -0.371  4.723
H  -0.683  1.216  5.503
H  1.418  -1.710  5.966
C  2.717  -2.259  -2.606
C  2.161  -3.402  -3.416
C  0.665  -3.617  -3.305
O  2.464  -3.118  -4.809
H  2.259  -2.220  -1.612
H  2.521  -1.254  -2.987
H  3.785  -2.367  -2.421
H  2.704  -4.325  -3.192
H  0.157  -2.730  -3.681
H  0.375  -3.773  -2.262
H  0.362  -4.528  -3.822
H  2.355  -3.980  -5.226
C  0.517  1.614  0.144
C  0.512  0.994  -1.251
C  -0.455  -0.189  -1.348
O  0.064  2.001  -2.157
H  1.275  2.393  0.228
H  0.890  0.812  0.792
H  -0.420  1.983  0.555
H  1.489  0.700  -1.651
H  -0.073  -0.972  -0.686
H  -0.643  -0.655  -2.316
H  -1.416  0.119  -0.934
H  0.481  1.789  -3.007
C  4.239  1.482  0.304
C  4.972  2.447  -0.624
C  4.060  3.501  -1.234
O  6.024  3.119  0.084
H  3.706  0.762  -0.323
H  3.614  1.977  1.045
H  4.933  0.803  0.804
H  5.423  1.776  -1.363
H  3.210  3.037  -1.738
H  4.571  4.251  -1.840
H  3.657  4.097  -0.411
H  6.518  3.636  -0.559
O  -3.271  1.778  -2.011
H  -3.160  2.687  -1.717
H  -2.391  1.394  -1.941
O  1.299  -0.808  -5.917
H  1.580  -1.554  -5.360
H  1.265  -0.051  -5.310
O  1.553  1.578  -4.533
H  1.107  2.200  -5.123
H  2.432  1.952  -4.398

Mulliken atomic charge list, values in e, 4 entries:
1. C -1.740
2. C 1.346
3. C -1.971
4. C -1.252

---

Entry 4:
The following is a quantum chemistry calculation of 9 unconnected molecules or ions with the total composition C24H66Cl6O24P6, from the Open Molecules 2025 dataset.

The value obtained for the LUMO energy is 0.5 eV. The HOMO energy comes out at -0.3643 Eh. The orbital gap is 0.3824 Eh.

Cartesian coordinates (Å):
C  -1.475  -0.333  3.280
O  -2.743  -0.007  3.936
P  -4.122  -0.528  3.196
O  -4.016  -1.741  2.396
O  -5.149  -0.412  4.383
C  -5.148  -1.352  5.417
O  -4.590  0.689  2.275
C  -5.136  0.513  0.937
H  -1.043  -1.193  3.700
H  -0.898  0.595  3.326
H  -1.721  -0.590  2.229
H  -5.818  -2.154  5.102
H  -5.602  -0.912  6.332
H  -4.146  -1.800  5.555
H  -4.689  -0.379  0.553
H  -4.905  1.389  0.423
H  -6.173  0.280  1.116
C  0.701  3.395  -1.932
O  0.521  3.120  -3.293
P  1.661  2.595  -4.224
O  2.415  1.442  -3.648
O  2.556  3.773  -4.696
C  2.056  4.978  -5.188
O  0.902  2.328  -5.586
C  -0.158  1.405  -5.718
H  0.512  4.486  -1.726
H  1.649  3.052  -1.638
H  -0.021  2.798  -1.460
H  2.874  5.545  -5.606
H  1.350  5.332  -4.401
H  1.477  4.669  -6.023
H  0.159  0.452  -6.066
H  -0.878  1.788  -6.446
H  -0.689  1.245  -4.823
C  2.606  -1.758  -4.293
O  2.270  -3.128  -4.464
P  2.626  -4.155  -3.294
O  2.119  -3.767  -1.967
O  4.209  -4.239  -3.306
C  4.777  -4.626  -4.556
O  2.035  -5.478  -3.907
C  1.985  -6.674  -3.037
H  2.443  -1.365  -3.277
H  2.100  -1.206  -5.046
H  3.657  -1.655  -4.472
H  4.481  -5.633  -4.973
H  5.827  -4.724  -4.384
H  4.610  -3.857  -5.278
H  1.154  -6.520  -2.332
H  2.907  -6.822  -2.567
H  1.791  -7.524  -3.680
C  -2.048  2.592  0.701
O  -1.548  3.942  0.453
P  -0.578  4.641  1.482
O  -1.017  4.464  2.896
O  0.810  4.002  1.118
C  1.996  4.083  1.959
O  -0.386  6.197  0.994
C  -1.373  7.195  1.294
H  -2.408  2.247  -0.262
H  -2.791  2.683  1.488
H  -1.228  1.949  0.997
H  2.267  3.044  2.207
H  1.737  4.619  2.874
H  2.811  4.482  1.432
H  -1.024  7.771  2.151
H  -2.311  6.707  1.593
H  -1.520  7.851  0.460
C  -3.749  -2.049  -1.656
O  -3.159  -0.751  -1.742
P  -2.760  0.075  -2.987
O  -1.905  1.207  -2.591
O  -2.122  -0.855  -4.087
C  -0.671  -1.266  -4.074
O  -4.145  0.401  -3.672
C  -4.118  1.208  -4.859
H  -2.997  -2.821  -1.726
H  -4.581  -2.154  -2.385
H  -4.122  -2.040  -0.641
H  -0.579  -1.990  -3.268
H  -0.032  -0.418  -3.837
H  -0.580  -1.663  -5.042
H  -5.174  1.398  -5.140
H  -3.531  0.683  -5.594
H  -3.523  2.098  -4.697
C  3.034  -5.222  5.475
O  1.708  -5.191  4.971
P  0.969  -3.981  4.238
O  1.751  -2.814  3.894
O  0.480  -4.750  2.952
C  -0.436  -5.842  3.130
O  -0.376  -3.838  5.042
C  -0.602  -2.854  6.051
H  3.646  -4.476  4.983
H  3.492  -6.190  5.308
H  3.078  -4.966  6.534
H  -0.125  -6.495  3.928
H  -0.327  -6.508  2.286
H  -1.397  -5.412  3.343
H  0.089  -1.992  6.076
H  -0.410  -3.392  6.976
H  -1.645  -2.441  5.957
Cl  4.522  4.236  -1.739
C  4.858  2.492  -1.434
C  6.348  2.162  -1.293
Cl  7.397  2.646  -2.621
H  4.480  2.041  -2.371
H  4.271  2.107  -0.580
H  6.515  1.101  -1.240
H  6.696  2.571  -0.348
Cl  -3.623  3.552  6.308
C  -2.111  3.053  5.321
C  -0.840  3.734  5.705
Cl  0.084  2.797  6.958
H  -2.332  3.381  4.272
H  -2.158  1.989  5.524
H  -1.036  4.760  5.981
H  -0.160  3.763  4.884
Cl  1.476  0.655  1.028
C  1.654  -0.810  0.137
C  0.827  -2.017  0.575
Cl  -0.844  -1.887  -0.115
H  2.757  -1.125  0.230
H  1.395  -0.638  -0.902
H  0.663  -2.110  1.672
H  1.279  -2.956  0.211

Mulliken atomic charge list, values in e, 4 entries:
1. C 0.362
2. O -0.130
3. P 0.982
4. O -0.711